Molecular formula: C38H28Cl2N9O5S2W
Method: DFT, ωB97M-V/def2-TZVPD

The geometry in ORCA input format:
```
! RIJCOSX wB97M-V def2-TZVPD def2/J DEFGRID3
* xyz 1 1
W 1.02199 0.27659 -1.23048
Cl -5.99335 4.12333 -3.73321
C -5.18930 2.90152 -2.81316
C -3.87125 3.11515 -2.44839
C -3.22722 2.12820 -1.71969
N -1.91641 2.07795 -1.26093
C -1.81618 0.94669 -0.63549
O -0.69435 0.41158 -0.18821
C -0.32779 0.07742 -2.84246
C -1.37941 -0.23366 -3.68955
C -1.47412 0.53769 -4.83224
C -0.52892 1.54390 -5.10849
C 0.48827 1.78424 -4.21815
N 0.51661 1.03269 -3.10966
C -3.91245 0.96432 -1.36983
C -5.23054 0.73374 -1.71605
C -5.86283 1.72436 -2.45242
Cl -7.50176 1.46766 -2.92606
N -2.99810 0.22097 -0.61741
C -3.23663 -1.08471 -0.11671
O -3.79735 -1.89832 -0.80265
C -2.82546 -1.33637 1.29547
C -2.93601 -2.62153 1.80233
C -2.61642 -2.82560 3.13428
C -2.21548 -1.74005 3.89039
C -2.14908 -0.48699 3.28741
N -2.44227 -0.28067 2.01232
H -3.36994 4.03165 -2.72546
H -2.09862 -1.01045 -3.46903
H -2.27999 0.36422 -5.53346
H -0.59605 2.12011 -6.01959
H 1.27683 2.50888 -4.36938
H -5.75262 -0.17535 -1.45725
H -3.27681 -3.42026 1.15861
H -2.69405 -3.80985 3.57617
H -1.96766 -1.84980 4.93739
H -1.85388 0.38206 3.85542
C 6.03483 -3.92265 0.62049
C 4.91860 -2.91936 0.69259
C 5.15035 -1.61734 1.13664
C 4.14824 -0.66819 1.11589
C 2.86960 -0.99705 0.68424
N 1.84215 -0.01930 0.60847
C 1.38170 0.52926 1.80881
C 1.47157 -0.17555 3.01013
C 0.98357 0.34425 4.19340
C 0.32252 1.56877 4.22286
C -0.28582 2.11640 5.48689
C 0.22205 2.26865 3.03088
C 0.79115 1.79204 1.85790
N 0.83874 2.69404 0.74553
C 0.85694 4.03536 0.84943
C 0.90716 4.57484 -0.41542
C 0.94522 3.47968 -1.26137
N 0.90121 2.34649 -0.56229
C 2.62904 -2.29961 0.27655
C 3.64304 -3.24511 0.25627
N 1.32123 -2.67712 -0.15368
C 0.74848 -3.88911 -0.02521
C -0.48593 -3.84451 -0.63009
C -0.59866 -2.54237 -1.10979
N 0.48744 -1.84250 -0.81045
H 6.74507 -3.77943 1.43332
H 6.57886 -3.81013 -0.31894
H 5.65747 -4.94301 0.66784
H 6.14204 -1.33822 1.46892
H 4.34319 0.35114 1.42428
H 1.94694 -1.14772 3.00691
H 1.09222 -0.22861 5.10627
H -0.11479 1.44425 6.32592
H -1.36361 2.25551 5.37898
H 0.14159 3.08632 5.74254
H -0.30900 3.21230 3.01736
H 0.86686 4.51235 1.81216
H 0.92977 5.61477 -0.68418
H 1.00107 3.45811 -2.33239
H 3.44636 -4.23605 -0.13403
H 1.25573 -4.67989 0.49886
H -1.20584 -4.63781 -0.71659
H -1.40709 -2.09420 -1.65526
O 3.28658 -0.06726 -4.17886
S 3.53622 -0.25940 -2.78575
O 2.23492 -0.94208 -2.16522
O 4.66622 -1.00709 -2.35697
S 3.21339 1.44477 -1.72823
*
```

As for the relative energy (zero: lowest compared OMol25 entry of this formula, charge and spin): 0.00 kcal per mole.

Molecular formula: C38H29AgF18FeN8O24S6
Method: DFT, ωB97M-V/def2-TZVPD

The geometry in ORCA input format:
```
! RIJCOSX wB97M-V def2-TZVPD def2/J DEFGRID3
* xyz 0 7
Fe 3.44844 -24.62794 -6.86523
Ag -0.71752 -25.45683 -6.77288
C 0.90128 -25.01860 -10.39379
F 0.30531 -25.68378 -11.36293
F 1.82069 -24.20259 -10.91372
F 0.02794 -24.32725 -9.75872
S 1.74287 -26.28013 -9.29004
O 2.55955 -27.12920 -10.14149
O 2.63481 -25.51909 -8.37280
N 0.60527 -26.87148 -8.45135
S -0.34751 -28.13934 -8.86986
O -1.59232 -27.91404 -8.21261
O -0.35561 -28.50283 -10.24134
C 0.46595 -29.59483 -8.05360
F 1.78428 -29.39934 -8.00175
F 0.14990 -29.76730 -6.76363
F 0.16252 -30.60670 -8.83241
C 5.70127 -27.85926 -7.63966
F 6.38048 -28.82478 -7.11687
F 6.36380 -27.27696 -8.63921
F 4.56787 -28.33768 -8.00434
S 5.49895 -26.51302 -6.37188
O 6.63331 -26.70922 -5.50682
O 5.44486 -25.30403 -7.21137
N 4.00716 -26.50691 -5.91007
S 3.34459 -27.63408 -4.98022
O 1.95543 -27.56763 -5.21248
O 4.07907 -28.84079 -5.22754
C 3.64990 -27.17691 -3.23775
F 3.39992 -28.13101 -2.36665
F 4.94780 -26.80780 -3.11112
F 2.81470 -26.15742 -2.93654
C 6.05162 -22.56901 -9.68083
F 7.25688 -22.12853 -9.72832
F 5.32587 -22.02713 -10.67509
F 6.04122 -23.87723 -9.76804
S 5.35468 -21.93374 -8.15904
O 6.32492 -22.33713 -7.14066
O 5.02520 -20.55558 -8.34331
N 3.91208 -22.69495 -7.79432
S 2.44123 -22.15821 -8.15952
O 2.30717 -21.70366 -9.51494
O 1.59310 -23.19464 -7.56594
C 2.18078 -20.72909 -7.02059
F 1.17167 -20.85835 -6.19197
F 3.23406 -20.52882 -6.23565
F 1.96873 -19.67375 -7.72678
O 1.77718 -24.88915 -5.71520
C 1.30845 -24.39282 -4.69542
C 5.33825 -23.72680 -4.76560
O 4.20578 -23.57248 -5.27919
H 1.72670 -23.43607 -4.35051
H 0.39750 -24.80851 -4.26453
H 6.00051 -24.51228 -4.94125
H 5.51947 -22.81920 -4.25901
C 10.05384 -19.76466 -2.79360
C 9.40698 -19.66926 -4.01621
C 8.02797 -19.92727 -4.02340
C 7.39649 -20.22161 -2.80974
C 8.13126 -20.38399 -1.58532
C 9.46458 -20.06048 -1.61392
N 6.03229 -20.65185 -2.80108
O 5.41753 -20.76073 -1.77870
O 5.54191 -20.87979 -3.91567
H 11.12469 -19.54650 -2.92617
H 9.89088 -19.36820 -4.93139
H 7.46291 -20.04395 -4.92535
H 7.65033 -20.71206 -0.67774
H 10.05264 -20.15214 -0.69532
C -2.28237 -20.78923 3.40407
C -1.35474 -20.19177 2.46126
C -0.54795 -21.02355 1.71879
C -0.79983 -22.35347 1.77375
C -1.66423 -22.95815 2.66696
C -2.38357 -22.17846 3.54260
N 0.15514 -23.27245 1.13416
O 1.31580 -22.92076 1.11266
O -0.29333 -24.25832 0.57424
H -2.82258 -20.12452 4.05681
H -1.34880 -19.06814 2.31661
H 0.24685 -20.63837 1.06730
H -1.72668 -24.02289 2.67531
H -3.07095 -22.58375 4.26674
C 1.84034 -20.38642 -2.57258
C 0.61563 -20.01111 -3.18012
C -0.48439 -20.84493 -3.19427
C -0.29382 -22.13543 -2.80680
C 0.84671 -22.57621 -2.18732
C 1.89722 -21.66160 -2.06100
N -1.46228 -23.00075 -2.77911
O -1.25075 -24.18060 -2.42884
O -2.55857 -22.55561 -3.09856
H 2.60282 -19.68519 -2.44883
H 0.42596 -19.00844 -3.52825
H -1.49556 -20.52494 -3.49477
H 0.99572 -23.57107 -1.79487
H 2.81650 -22.04505 -1.57499
C -3.52927 -18.88466 -7.74540
C -2.72319 -19.52431 -8.68084
C -2.10191 -20.73670 -8.43360
C -2.29618 -21.27397 -7.19597
C -3.08867 -20.74972 -6.23303
C -3.76360 -19.52300 -6.48891
N -1.52162 -22.52887 -6.91044
O -1.33102 -23.22209 -7.89650
O -1.15441 -22.78142 -5.83290
H -3.92397 -17.90898 -8.05417
H -2.55120 -19.10592 -9.66047
H -1.44313 -21.15934 -9.17436
H -3.22022 -21.25441 -5.31899
H -4.40027 -19.04843 -5.84067
C -4.97926 -26.27441 -1.13845
C -3.77940 -26.94546 -1.06912
C -2.86919 -26.85976 -2.13096
C -3.24078 -26.15506 -3.27280
C -4.46308 -25.56694 -3.40322
C -5.35057 -25.58830 -2.29254
N -2.28680 -26.18305 -4.38782
O -1.16671 -26.66852 -4.22503
O -2.61786 -25.71488 -5.45260
H -5.71144 -26.37500 -0.35224
H -3.59200 -27.51139 -0.12511
H -1.87404 -27.32117 -2.11858
H -4.73176 -25.01484 -4.34610
H -6.28125 -25.03939 -2.40230
*
```

As for the expectation value of S²: 12.01.

Molecular formula: C38H29Br2F4GeN5OSeSiSn
Method: DFT, ωB97M-V/def2-TZVPD

The geometry in ORCA input format:
```
! RIJCOSX wB97M-V def2-TZVPD def2/J DEFGRID3
* xyz 0 1
Sn 0.49986 -0.90626 -0.19633
Br -0.33680 4.04907 -0.23045
C -1.71045 2.78613 -0.42508
C -3.03222 3.20382 -0.33229
C -4.05321 2.29320 -0.46518
Br -5.82875 2.88222 -0.23118
C -3.78376 0.93941 -0.79804
C -4.75608 -0.01918 -1.02644
C -4.36450 -1.29745 -1.67745
C -2.94213 -1.66811 -1.31660
N -2.06152 -0.80258 -1.00388
C -2.41152 0.54336 -0.85629
C -1.36508 1.43032 -0.60915
O -0.11329 1.05012 -0.49629
H -3.24856 4.24407 -0.13509
H -5.80299 0.18754 -0.86028
H -5.04480 -2.11314 -1.44677
H -2.64909 -2.71401 -1.34388
C -3.57849 2.88800 3.20508
C -4.22965 1.67465 3.02781
C -3.49841 0.53517 2.72464
C -2.10584 0.59167 2.58966
C -1.46888 1.82713 2.74823
C -2.19881 2.96280 3.06603
Si -1.17819 -0.96839 2.23168
C 0.05224 -1.51527 3.50619
C 0.25014 -2.88284 3.72797
C 1.14145 -3.32788 4.69399
C 1.85232 -2.41065 5.45637
C 1.67320 -1.04923 5.24563
C 0.78190 -0.60542 4.27978
H -4.14799 3.77779 3.44147
H -5.30581 1.61621 3.12820
H -4.01613 -0.40875 2.59312
H -0.39647 1.91115 2.60535
H -1.69054 3.91117 3.18774
H -2.08654 -2.08097 1.86992
H -0.30033 -3.60970 3.14045
H 1.27517 -4.38972 4.85662
H 2.54203 -2.75583 6.21594
H 2.22158 -0.33054 5.84185
H 0.64919 0.45977 4.13587
C 5.49418 -0.24618 -0.69578
Ge 4.87678 -1.16232 0.90505
C 3.91517 -2.79649 0.46556
C 6.41900 -1.54630 2.04317
C 3.73636 -0.08478 2.10754
Se 2.13442 0.79944 1.45094
C 2.87792 2.03294 0.14297
H 6.23491 -0.88446 -1.18044
H 5.97611 0.70208 -0.45393
H 4.67995 -0.06948 -1.39633
H 4.54315 -3.44312 -0.14838
H 3.01197 -2.57301 -0.10413
H 3.63945 -3.33756 1.37190
H 7.15797 -2.14798 1.51296
H 6.11526 -2.08573 2.94143
H 6.89494 -0.61269 2.34720
H 4.33114 0.67950 2.60941
H 3.36513 -0.76172 2.88136
H 3.91144 1.75904 -0.04190
H 2.80870 3.03826 0.54788
H 2.29298 1.95414 -0.76904
F 0.80542 1.82729 -3.30318
C 0.02190 1.03698 -4.05379
C -1.31756 1.34898 -4.15089
F -1.79008 2.39930 -3.46740
C -2.18872 0.56985 -4.89814
C -1.63043 -0.47681 -5.61897
C -0.29040 -0.79607 -5.51597
F 0.15307 -1.88769 -6.14824
C 0.56182 -0.09700 -4.66461
C 1.87155 -0.61592 -4.25532
C 2.09712 -0.54599 -2.90483
N 2.15803 -0.48801 -1.73442
C 2.72792 -1.41303 -5.05873
N 3.45105 -2.05893 -5.68283
F -2.42056 -1.27265 -6.34699
C -3.66557 0.66478 -4.70383
C -4.11637 -0.24134 -3.84651
N -4.40750 -1.18740 -3.16846
C -4.49882 1.65628 -5.30025
N -5.17103 2.45497 -5.78294
*
```

As for the relative energy (zero: lowest compared OMol25 entry of this formula, charge and spin): 78.93 kcal per mole.

Molecular formula: C38H29BrClN5O3V
Method: DFT, ωB97M-V/def2-TZVPD

The geometry in ORCA input format:
```
! RIJCOSX wB97M-V def2-TZVPD def2/J DEFGRID3
* xyz -1 3
V 0.20230 -0.52998 0.76332
O 4.07047 -1.87466 -2.49273
C 4.79324 -1.18400 -1.56065
C 6.16348 -1.00889 -1.72193
C 6.90182 -0.31051 -0.77873
C 6.27246 0.21868 0.33552
C 4.90156 0.04448 0.48445
C 4.14440 -0.64921 -0.44745
C 2.63757 -0.79309 -0.18783
O 2.18067 0.01632 0.78322
N 2.38908 -2.21508 0.11818
N 1.05086 -2.23024 0.62119
C 0.75656 -3.43472 1.24478
C -0.43574 -3.95782 1.38067
Br -0.80427 -0.88992 3.08176
C -1.62846 -4.47422 1.51777
C -2.20376 -5.49480 0.61634
C -1.48374 -6.01932 -0.45999
C -2.04955 -6.96108 -1.30164
C -3.35102 -7.40541 -1.08693
C -4.07544 -6.89310 -0.02141
C -3.50572 -5.94768 0.82072
H 4.64865 -2.09583 -3.22923
H 6.65210 -1.42580 -2.59738
H 7.96790 -0.18193 -0.92046
H 6.83777 0.76686 1.07805
H 4.36822 0.45820 1.33068
H 1.77620 -1.42021 -1.97362
H 3.02379 -2.45936 0.88330
H 1.60436 -3.94346 1.71099
H -2.25210 -4.12709 2.33958
H -0.47482 -5.66250 -0.63178
H -1.47652 -7.34954 -2.13488
H -3.79434 -8.13964 -1.74790
H -5.09112 -7.22824 0.15079
H -4.07696 -5.54201 1.64787
Cl -2.30718 -2.55259 -5.77908
C -2.05783 -2.13578 -4.09357
C -2.27922 -3.10255 -3.09758
C -2.09076 -2.77860 -1.78254
C -1.65039 -1.48548 -1.37297
O -1.51075 -1.22631 -0.12828
C -1.43340 -0.53130 -2.40575
C -1.05342 0.80915 -2.08843
N -0.65867 1.18025 -0.92831
C -0.35007 2.52468 -0.69037
C -0.49891 3.57860 -1.55711
C -0.10046 4.88004 -1.20547
C 0.43751 5.14778 0.01902
C 0.58089 4.10016 0.95836
C 1.11680 4.28839 2.24999
C 1.21675 3.22501 3.09324
C 0.77655 1.95859 2.66040
N 0.26841 1.74702 1.47199
C 0.17534 2.79215 0.60959
C -1.65946 -0.87698 -3.75150
H -2.59974 -4.10023 -3.37077
H -2.26310 -3.50996 -1.00806
H -1.11468 1.52515 -2.91409
H -0.90984 3.41956 -2.54493
H -0.21850 5.68101 -1.92500
H 0.75072 6.14970 0.28605
H 1.44362 5.27743 2.55127
H 1.62719 3.33387 4.08810
H 0.83678 1.09914 3.31450
H -1.50146 -0.12929 -4.52175
N 1.82791 -0.57438 -1.42124
C 2.04320 0.54211 -2.22449
C 2.53398 1.75163 -1.72467
C 2.66942 2.84831 -2.56273
C 2.32068 2.78040 -3.90430
C 1.82867 1.57941 -4.40529
C 1.69555 0.47573 -3.58008
H 2.77297 1.83071 -0.67265
H 3.04503 3.77806 -2.15129
H 2.42730 3.64442 -4.54759
H 1.54985 1.49698 -5.44943
H 1.30725 -0.45634 -3.97664
*
```

As for the expectation value of S²: 2.03. As for the relative energy (zero: lowest compared OMol25 entry of this formula, charge and spin): 0.00 kcal per mole.

Molecular formula: C38H29BrFN9O4W
Method: DFT, ωB97M-V/def2-TZVPD

The geometry in ORCA input format:
```
! RIJCOSX wB97M-V def2-TZVPD def2/J DEFGRID3
* xyz 2 1
W -0.65668 1.14704 0.93986
Br 0.56733 8.45349 0.39095
C 0.12767 6.68530 0.85589
C 0.47525 6.19282 2.11431
C 0.15544 4.89665 2.48047
C -0.50222 4.07859 1.57594
O -0.82824 2.81924 1.89466
C -0.85072 4.56409 0.31888
C -1.54950 3.72270 -0.60771
N -1.78253 2.46217 -0.47683
C -2.45924 1.78512 -1.54770
C -2.97478 2.33680 -2.68773
C -3.64710 1.53075 -3.63041
C -3.82009 0.19437 -3.41462
C -3.31347 -0.39690 -2.23602
C -3.48534 -1.76088 -1.90512
C -3.00312 -2.21981 -0.71858
C -2.30741 -1.33925 0.12847
N -2.08746 -0.07683 -0.16253
C -2.61544 0.40998 -1.32675
C -0.54047 5.88174 -0.03793
H 0.99643 6.83719 2.81006
H 0.40381 4.51423 3.46225
H -1.89429 4.21788 -1.51074
H -2.89321 3.39473 -2.89369
H -4.04139 1.99071 -4.52642
H -4.35639 -0.41802 -4.12820
H -4.01367 -2.41769 -2.58568
H -3.13505 -3.24848 -0.41440
H -1.90906 -1.68975 1.06921
H -0.82145 6.26088 -1.01323
N -3.78989 0.84827 2.13823
C -2.90426 0.32824 2.99972
N -3.36773 -0.19118 4.12215
C -2.45428 -0.64730 4.97638
N -2.86430 -1.27829 6.06565
N -1.11209 -0.46872 4.82788
C -0.74848 0.03998 3.69750
N -1.57155 0.34878 2.66459
C 0.68949 0.38007 3.50343
C 1.62333 0.17039 4.49022
C 2.92370 0.61369 4.27642
C 3.22628 1.24734 3.08746
C 2.23126 1.40248 2.13416
N 0.99117 0.96794 2.34168
H -4.74039 0.89418 2.47326
H -3.49343 1.57218 1.50361
H -3.84960 -1.39729 6.23107
H -2.19522 -1.58695 6.75007
H 1.31503 -0.31784 5.40364
H 3.68392 0.47428 5.03369
H 4.22063 1.62095 2.88654
H 2.41380 1.88617 1.18541
C 3.38542 -1.63227 -4.87878
C 3.40620 -2.57483 -3.68860
C 2.99086 -3.98283 -4.07041
C 3.12812 -4.91257 -2.87943
C 2.35126 -4.37808 -1.70548
C 1.89285 -5.22219 -0.72375
C 1.15855 -4.72733 0.35299
F 0.73726 -5.58753 1.28330
C 0.85462 -3.40577 0.47185
C 1.30578 -2.52078 -0.51898
C 0.98473 -1.11370 -0.41652
O 0.27605 -0.72784 0.58009
C 1.47322 -0.27450 -1.42604
C 2.22276 -0.81471 -2.45346
N 2.51666 -2.09864 -2.57017
C 2.06057 -2.99970 -1.60109
C 1.28151 1.20734 -1.45269
O 1.69870 1.89812 -2.34978
O 0.70139 1.66513 -0.37004
H 3.92614 -2.11204 -5.69321
H 3.88104 -0.68165 -4.68616
H 2.36495 -1.44222 -5.21848
H 4.41542 -2.60951 -3.26977
H 3.62242 -4.31671 -4.89201
H 1.95823 -3.97002 -4.43299
H 4.18329 -5.00314 -2.60503
H 2.77949 -5.91584 -3.12053
H 2.09467 -6.28508 -0.77957
H 0.28589 -3.03826 1.31325
H 2.59691 -0.13907 -3.20797
*
```

Here are the calculated calculated total energy numbers, same order: -112046.621; -253228.163; -335896.576; -161726.508; -136057.055 (eV).